# C7H11N4S

A gas-phase ion, C7H11N4S (charge +1) (wB97M-V/def2-TZVPD, the Open Molecules 2025 dataset).

Geometry as XYZ:
```
23
C7H11N4S, DFT wB97M-V/def2-TZVPD
C -1.92038 -2.09215 -0.33399
C -2.95451 -1.95513 0.54023
C -1.12825 -0.83798 -0.28528
C 0.06759 -0.42617 -1.06848
C 0.67204 -1.25505 -1.91653
C 1.83938 1.19906 -0.51308
C 1.88434 0.99925 1.06291
N -0.21862 1.73848 -0.13412
N -1.60687 0.00898 0.60616
N 0.48801 0.89422 -0.82039
N 0.70346 1.62095 1.62598
S -2.96820 -0.36126 1.35770
H -1.78315 -3.04324 -0.92977
H -3.79951 -2.69174 0.49184
H 0.15069 -2.21125 -2.06041
H 1.40695 -1.05020 -2.59141
H 1.98652 2.27445 -0.70702
H 2.57909 0.59525 -1.15738
H 1.88686 -0.15389 1.22809
H 2.91892 1.45048 1.37476
H -1.21619 1.49580 0.14116
H 0.26201 1.18328 2.42978
H 0.74982 2.61788 1.65924
```

Output
ΔE to the lowest compared entry with this formula, charge and spin   3.8228 eV
Multiplicity   1
Charge   +1
LUMO energy   -0.1476 hartree
Gap between HOMO and LUMO   8.65 eV